This record from OMol25 describes a structure of composition C2H3NO3S at a distorted geometry. The level of theory is ωB97M-V/def2-TZVPD.

ORCA input file:
```
! RIJCOSX wB97M-V def2-TZVPD def2/J DEFGRID3
* xyz 0 1
C 0.149 -0.509 0.274
C -0.241 -0.494 -1.187
H 0.129 2.777 0.382
H 1.086 0.663 1.776
H -0.451 -2.231 -0.592
N -0.105 0.499 1.143
O 1.117 -1.457 0.507
O -0.905 -1.857 -1.397
O 0.023 0.546 -1.868
S -0.803 2.063 0.961
*
```

Summary:
energy relative to the best compared isomer or geometry (same formula, charge and spin): 364.1 kJ/mol
total energy: -756.5375 Ha
frontier orbital gap: 9.276 eV
highest occupied orbital energy: -10.30 eV
lowest unoccupied orbital energy: -1.026 eV

This record from OMol25 describes a cluster of 8 separate species, C16H42Br6O5 in total at a distorted geometry. The level of theory is ωB97M-V/def2-TZVPD.

ORCA input file:
```
! RIJCOSX wB97M-V def2-TZVPD def2/J DEFGRID3
* xyz 0 1
Br 6.093 -0.661 -1.436
C 7.252 -1.066 0.107
C 6.489 -1.950 1.110
Br 7.651 -2.069 2.723
H 7.629 -0.111 0.472
H 8.166 -1.537 -0.254
H 6.233 -2.932 0.713
H 5.520 -1.503 1.331
Br 4.389 0.483 8.681
C 4.594 1.565 7.016
C 3.518 1.186 6.020
Br 3.440 2.447 4.511
H 5.594 1.504 6.586
H 4.521 2.610 7.317
H 2.513 1.132 6.437
H 3.744 0.201 5.613
Br -5.874 -2.417 2.517
C -6.900 -0.803 2.167
C -7.960 -0.555 3.217
Br -8.875 1.188 2.985
H -7.303 -0.898 1.158
H -6.130 -0.034 2.120
H -7.584 -0.635 4.236
H -8.760 -1.292 3.141
C -5.710 -3.892 -5.208
C -4.711 -2.716 -5.101
O -4.756 -2.004 -3.905
H -5.509 -4.575 -4.383
H -5.507 -4.581 -6.028
H -6.719 -3.488 -5.131
H -4.839 -2.011 -5.923
H -3.708 -3.140 -5.143
H -5.577 -1.510 -3.972
C 1.902 1.599 -7.810
C 1.112 0.287 -7.459
O 1.128 -0.577 -8.484
H 1.749 2.422 -7.113
H 1.732 1.998 -8.810
H 2.958 1.329 -7.774
H 0.135 0.576 -7.070
H 1.633 -0.259 -6.673
H 0.582 -0.315 -9.230
C -1.103 1.295 0.180
C 0.043 0.440 -0.366
O -0.317 -0.920 -0.380
H -0.947 2.317 -0.163
H -1.133 1.228 1.268
H -2.045 0.924 -0.224
H 0.984 0.631 0.150
H 0.285 0.728 -1.390
H -1.117 -1.102 -0.879
C -0.110 7.380 0.515
C 1.065 7.159 -0.447
O 1.065 8.260 -1.263
H 0.079 8.257 1.136
H -0.326 6.581 1.224
H -0.981 7.468 -0.135
H 1.008 6.251 -1.047
H 2.013 7.081 0.085
H 1.751 8.060 -1.904
C 1.219 -5.693 4.973
C 0.122 -4.855 4.313
O 0.754 -3.616 3.927
H 1.530 -5.270 5.929
H 2.141 -5.813 4.405
H 0.950 -6.694 5.310
H -0.717 -4.516 4.921
H -0.251 -5.264 3.374
H 0.186 -3.310 3.216
*
```

Summary:
total energy: -16454.9819 Ha
frontier orbital gap: 10.361 eV
structure (SMILES): BrCCBr.BrCCBr.BrCCBr.CCO.CCO.CCO.CCO.CCO
highest occupied orbital energy: -10.13 eV
lowest unoccupied orbital energy: 0.234 eV

This record from OMol25 describes a cluster of 2 separate species, C10H9FNO4 in total at a distorted geometry. The level of theory is ωB97M-V/def2-TZVPD.

ORCA input file:
```
! RIJCOSX wB97M-V def2-TZVPD def2/J DEFGRID3
* xyz -1 1
C -3.588 2.073 -1.032
C -2.527 1.486 -0.411
C -2.475 -0.036 0.030
C -0.959 -0.357 0.432
C -0.003 -0.567 -0.713
C 1.420 -0.837 -0.424
C 2.345 -1.003 -1.659
O 2.328 -1.974 -2.370
O 3.193 0.057 -1.969
C 1.848 -0.888 1.006
C 3.363 -1.159 1.357
O 3.720 -2.359 1.302
O 4.202 -0.227 1.674
C 0.830 -0.676 2.021
N -0.528 -0.416 1.730
H -3.518 3.168 -1.290
H -4.544 1.549 -1.297
H -1.620 2.126 -0.219
H -2.667 -0.657 -0.894
H -3.176 -0.268 0.873
H -0.362 -0.526 -1.774
H 2.751 0.900 -1.724
H 1.117 -0.689 3.105
H -1.182 -0.251 2.495
F 0.030 1.531 -0.248
*
```

Summary:
total energy: -841.9882 Ha
frontier orbital gap: 7.266 eV
highest occupied orbital energy: -4.57 eV
lowest unoccupied orbital energy: 2.694 eV

This record from OMol25 describes a cluster of 5 separate species, C21H33F2NO11 in total at a distorted geometry. The level of theory is ωB97M-V/def2-TZVPD.

ORCA input file:
```
! RIJCOSX wB97M-V def2-TZVPD def2/J DEFGRID3
* xyz 0 1
C -1.106 1.555 -5.785
C 0.131 0.687 -5.428
O 1.105 0.685 -6.081
O 0.108 -0.189 -4.313
C 0.370 0.445 -3.091
O 1.336 0.115 -2.513
C -0.586 1.492 -2.469
C 0.108 2.556 -1.588
C -0.510 2.962 -0.470
N -1.805 2.463 -0.034
C -2.670 3.505 0.419
O -2.996 4.328 -0.335
F -3.091 3.587 1.697
C -1.718 1.357 0.892
O -2.616 0.622 0.973
F -0.606 1.130 1.623
C 0.181 4.031 0.435
O 0.132 3.984 1.622
C 0.950 5.123 -0.324
C 1.564 4.741 -1.456
C 2.312 5.804 -2.282
C 1.458 3.247 -1.887
O 2.414 2.736 -2.374
H -2.000 1.016 -5.386
H -1.025 2.513 -5.226
H -1.204 1.727 -6.874
H -1.311 0.915 -1.842
H -1.224 2.026 -3.213
H 0.955 6.147 0.083
H 2.491 6.699 -1.639
H 3.312 5.472 -2.638
H 1.707 6.172 -3.147
C 1.043 -1.460 3.633
C 2.066 -1.797 2.565
O 1.492 -1.644 1.272
H 0.168 -2.106 3.543
H 1.467 -1.578 4.633
H 0.694 -0.430 3.521
H 2.397 -2.832 2.667
H 2.942 -1.145 2.643
H 1.211 -0.725 1.188
C 0.295 -4.836 1.278
C 0.993 -6.174 1.430
O 0.094 -7.146 1.960
H -0.085 -4.491 2.241
H 0.977 -4.084 0.878
H -0.565 -4.923 0.608
H 1.837 -6.089 2.116
H 1.367 -6.530 0.464
H -0.644 -7.224 1.346
C -4.673 4.021 5.868
C -5.447 4.758 4.791
O -4.562 5.266 3.798
H -3.945 4.685 6.337
H -5.345 3.635 6.638
H -4.114 3.185 5.439
H -5.985 5.604 5.219
H -6.172 4.093 4.311
H -4.094 4.516 3.414
C 3.822 -6.532 -1.830
C 2.892 -7.187 -2.833
O 3.379 -8.474 -3.203
H 4.825 -6.432 -2.247
H 3.457 -5.542 -1.548
H 3.910 -7.144 -0.928
H 2.823 -6.586 -3.740
H 1.885 -7.299 -2.415
H 3.430 -9.008 -2.402
*
```

Summary:
energy relative to the best compared isomer or geometry (same formula, charge and spin): 165.1 kJ/mol
total energy: -1902.0037 Ha
frontier orbital gap: 8.619 eV
structure (SMILES): CC(=O)OC(=O)CC1=C(N(C(=O)F)C(=O)F)C(=O)C=C(C)C1=O.CCO.CCO.CCO.CCO
highest occupied orbital energy: -10.13 eV
lowest unoccupied orbital energy: -1.509 eV